C18H22N8O3 | wB97M-V/def2-TZVPD

Positions of all 51 atoms, in Å:
C1 -1.957 1.380 1.874
C2 -1.967 -0.140 1.998
C3 -2.851 -0.581 3.195
O1 -2.777 0.226 4.335
C4 -2.616 -0.798 0.756
N1 -2.280 -0.264 -0.552
C5 -1.086 -0.385 -1.146
O2 -0.122 -0.972 -0.669
C6 -1.016 0.212 -2.520
C7 0.070 -0.044 -3.277
N2 0.113 0.512 -4.529
C8 1.006 0.499 -5.560
N3 0.560 1.238 -6.541
N4 -0.656 1.738 -6.200
C9 -0.915 1.309 -4.987
C10 -2.033 1.506 -4.125
N5 -2.083 0.979 -2.945
N6 -0.598 -0.668 2.104
C11 0.226 -0.459 3.142
O3 -0.098 0.090 4.194
C12 1.674 -0.906 2.992
C13 2.083 -1.557 1.716
C14 1.920 -2.819 1.220
N7 2.495 -2.935 -0.022
C15 2.978 -1.750 -0.282
N8 2.758 -0.867 0.725
C16 3.133 0.515 0.776
C17 2.956 1.340 -0.463
C18 2.043 1.545 0.709
H1 -2.981 1.754 1.806
H2 -1.494 1.831 2.748
H3 -1.415 1.681 0.976
H4 -3.892 -0.529 2.868
H5 -2.622 -1.634 3.411
H6 -1.831 0.284 4.570
H7 -2.378 -1.865 0.771
H8 -3.694 -0.692 0.849
H9 -2.956 0.299 -1.047
H10 0.879 -0.676 -2.944
H11 1.939 -0.036 -5.541
H12 -2.861 2.109 -4.480
H13 -0.190 -1.056 1.257
H14 2.253 0.005 3.152
H15 1.884 -1.548 3.848
H16 1.436 -3.657 1.696
H17 3.517 -1.474 -1.175
H18 3.993 0.721 1.400
H19 3.702 2.093 -0.672
H20 2.554 0.843 -1.334
H21 1.036 1.162 0.626
H22 2.162 2.443 1.298

HOMO level   -8.68 eV
Gap between HOMO and LUMO   8.1 eV
ΔE to the lowest compared entry with this formula, charge and spin   30.05 kJ/mol
E   -37086.4142 eV